Entry 1:
Formula: C5H2ClN
Source: the Open Molecules 2025 dataset
Level of theory: the ωB97M-V functional and the def2-TZVPD basis

Structure (ORCA input):
```
! RIJCOSX wB97M-V def2-TZVPD def2/J DEFGRID3
* xyz 0 1
N 3.69 -1.37 -1.45
C 2.69 -0.77 -1.12
C 1.43 -0.45 -0.68
C 0.33 -0.40 -0.12
C -1.00 -0.18 0.25
C -1.46 0.95 0.76
Cl -3.09 1.32 1.09
H -1.86 -0.90 0.10
H -0.73 1.79 1.17
*
```

The SMILES is N#CC#C/C=C/Cl. The gap between HOMO and LUMO comes out at 0.33050 Ha. The calculation puts the energy relative to the best compared isomer or geometry (same formula, charge and spin) at 0.724 eV. The calculation puts the energy at -706.5557 a.u. Its lowest unoccupied orbital energy is -0.0242 Ha.

These are the Mulliken partial charges, in e, on atoms 1 to 2: -0.438 -0.144

---

Entry 2:
Formula: C5H2N2O3
Source: the Open Molecules 2025 dataset
Level of theory: the ωB97M-V functional and the def2-TZVPD basis

Structure (ORCA input):
```
! RIJCOSX wB97M-V def2-TZVPD def2/J DEFGRID3
* xyz 0 1
N -2.96 -0.81 1.12
C -1.94 -0.94 0.37
C -0.85 -0.31 -0.44
C -0.38 1.08 -0.16
O -1.00 2.04 -0.30
N 1.05 1.11 0.08
C 1.59 -0.06 0.34
O 2.69 -0.16 0.96
C 0.52 -1.13 -0.29
O 0.77 -2.29 -0.56
H -1.09 -0.30 -1.56
H 1.59 1.76 0.45
*
```

The SMILES is N#C[C@H]1C(=O)NC(=O)C1=O. The gap between HOMO and LUMO comes out at 0.35043 Ha. The calculation puts the energy relative to the best compared isomer or geometry (same formula, charge and spin) at 2.306 eV. The calculation puts the energy at -526.8854 a.u. Its lowest unoccupied orbital energy is -0.0417 Ha.

These are the Mulliken partial charges, in e, on atoms 1 to 2: -0.395 0.043

---

Entry 3:
Formula: C5H30N2O10
Source: the Open Molecules 2025 dataset
Level of theory: the ωB97M-V functional and the def2-TZVPD basis

Structure (ORCA input):
```
! RIJCOSX wB97M-V def2-TZVPD def2/J DEFGRID3
* xyz 0 1
C 0.55 -1.53 3.24
N 0.53 -1.38 1.77
C 1.25 -0.17 1.33
C 1.09 -0.01 -0.21
C 1.13 1.46 -0.64
N 0.52 1.72 -1.94
C 2.58 1.94 -0.59
O 3.05 2.66 -1.43
H 0.81 -2.59 3.42
H -0.36 -1.15 3.71
H 1.44 -1.04 3.63
H -0.44 -1.34 1.47
H 0.97 0.74 1.86
H 2.32 -0.35 1.43
H 0.21 -0.47 -0.63
H 1.94 -0.54 -0.65
H 0.59 2.06 0.11
H 0.91 1.07 -2.62
H 0.68 2.65 -2.29
H 3.17 1.57 0.27
O -2.76 3.14 1.64
H -3.30 2.47 1.19
H -3.11 3.31 2.52
O -1.90 -2.73 -2.00
H -0.96 -2.73 -2.35
H -1.94 -3.64 -1.68
O -2.84 -0.59 -0.70
H -2.23 -0.12 -1.28
H -2.81 -1.51 -1.04
O 0.15 3.99 1.79
H 0.30 4.93 1.71
H -0.79 3.80 1.68
O 4.02 -2.35 -1.02
H 3.33 -2.85 -0.54
H 4.25 -1.65 -0.41
O -3.72 -0.30 2.00
H -3.50 -0.20 1.06
H -4.33 -1.05 1.95
O 1.70 -3.18 0.04
H 1.24 -3.97 0.34
H 1.19 -2.48 0.54
O 0.73 -3.15 -2.42
H 1.11 -2.91 -1.53
H 1.41 -3.07 -3.09
O -3.77 2.04 -0.58
H -3.17 2.21 -1.32
H -3.76 1.07 -0.50
*
```

The SMILES is CNCC[C@H](N)C=O.O.O.O.O.O.O.O.O.O. The gap between HOMO and LUMO comes out at 0.35176 Ha. The calculation puts the energy relative to the best compared isomer or geometry (same formula, charge and spin) at 1.981 eV. The calculation puts the energy at -1070.4083 a.u. Its lowest unoccupied orbital energy is 0.0050 Ha.

These are the Mulliken partial charges, in e, on atoms 1 to 2: -0.994 -0.219

---

Entry 4:
Formula: C5H30N2O10
Source: the Open Molecules 2025 dataset
Level of theory: the ωB97M-V functional and the def2-TZVPD basis

Structure (ORCA input):
```
! RIJCOSX wB97M-V def2-TZVPD def2/J DEFGRID3
* xyz 1 2
C 2.40 1.79 -0.26
C 0.98 2.32 -0.10
N 0.01 1.31 0.23
C -1.31 1.47 -1.88
C -1.33 1.56 -0.33
C -2.29 0.53 0.25
N -3.38 1.02 0.87
O -2.02 -0.67 0.25
H 2.41 0.76 -0.62
H 2.87 1.73 0.72
H 3.01 2.46 -0.84
H 0.97 3.01 0.77
H 0.59 3.00 -0.85
H 0.32 0.33 0.17
H -2.34 1.64 -2.20
H -1.02 0.48 -2.20
H -0.76 2.30 -2.30
H -1.54 2.57 0.02
H -3.74 0.36 1.56
H -3.61 1.99 0.83
H 2.66 -1.55 2.45
H 1.80 -0.68 3.33
O 2.52 -1.32 3.38
H -2.63 -1.28 3.32
H -2.16 -0.05 2.67
O -2.88 -0.34 3.24
H 2.00 -1.89 -0.12
H 3.26 -1.19 0.15
O 2.35 -1.20 0.46
H 2.66 -3.09 -2.49
H 4.04 -2.42 -2.33
O 3.23 -2.65 -1.87
H -1.55 2.10 3.51
H -0.88 2.22 2.17
O -1.47 2.70 2.76
H 0.32 -2.20 2.65
H -0.46 -1.93 1.35
O -0.57 -2.00 2.31
H 0.88 -1.33 -1.43
H -0.74 -1.42 -1.66
O 0.12 -1.85 -1.67
H -2.17 -3.12 -1.03
H -3.37 -2.29 -1.52
O -2.60 -2.79 -1.82
H 1.39 -0.09 -4.63
H 2.08 -0.53 -3.33
O 1.96 0.21 -3.93
*
```

The expectation value of S² is 0.754. The gap between HOMO and LUMO (alpha / beta) comes out at 0.41427 / 0.22670 Ha. The calculation puts the energy relative to the best compared isomer or geometry (same formula, charge and spin) at 0.733 eV. The calculation puts the energy at -1070.1141 a.u. Its lowest unoccupied orbital energy (alpha / beta) is -0.1023 / -0.2898 Ha.

These are the Mulliken partial charges, in e, on atoms 1 to 2: -1.000 -0.359

---

Entry 5:
Formula: C5H31N2O10
Source: the Open Molecules 2025 dataset
Level of theory: the ωB97M-V functional and the def2-TZVPD basis

Structure (ORCA input):
```
! RIJCOSX wB97M-V def2-TZVPD def2/J DEFGRID3
* xyz -1 1
C 1.50 -0.76 -0.15
N 0.94 -0.07 1.04
C 0.47 1.35 0.74
O -0.83 1.26 0.30
C 1.05 -2.22 -0.38
C 1.14 -2.47 -1.89
N -0.33 -2.45 0.16
C -0.83 -3.77 -0.14
H 2.63 -0.80 -0.06
H 1.46 -0.07 -1.08
H 0.46 -0.71 1.50
H 0.63 1.88 1.64
H 1.24 1.90 0.05
H 1.85 -2.82 0.04
H 0.48 -1.82 -2.62
H 2.26 -2.24 -2.41
H 0.90 -3.54 -2.27
H -0.92 -1.70 -0.28
H -1.92 -3.68 -0.01
H -0.54 -4.06 -1.16
H -0.28 -4.55 0.47
H -1.39 2.63 1.18
H -1.69 3.05 2.87
O -1.19 3.27 1.99
H 0.99 2.85 -1.28
H 1.45 3.12 -2.84
O 1.64 3.11 -1.93
H -3.52 1.07 0.43
H -2.41 0.35 1.24
O -3.30 0.62 1.25
H 3.54 0.93 -0.17
H 4.10 1.47 -1.45
O 4.26 1.17 -0.54
H -0.83 0.54 -2.94
H 0.55 0.87 -3.11
O -0.18 0.43 -3.46
H 2.87 -0.63 3.58
H 1.62 -0.58 3.13
O 2.07 -0.98 3.87
H -1.96 0.91 3.27
H -3.29 0.52 3.43
O -2.51 0.71 3.95
H -1.59 0.22 -0.53
H -2.60 -0.44 -1.49
O -2.07 -0.58 -0.74
H -2.22 2.93 -1.00
H -1.38 1.72 -0.88
O -2.31 2.03 -1.33
*
```

The gap between HOMO and LUMO comes out at 0.30181 Ha. The calculation puts the energy relative to the best compared isomer or geometry (same formula, charge and spin) at 5.188 eV. The calculation puts the energy at -1070.8977 a.u. Its lowest unoccupied orbital energy is 0.0970 Ha.

These are the Mulliken partial charges, in e, on atoms 1 to 2: -0.977 -0.258

---

Entry 6:
Formula: C5H31NO10
Source: the Open Molecules 2025 dataset
Level of theory: the ωB97M-V functional and the def2-TZVPD basis

Structure (ORCA input):
```
! RIJCOSX wB97M-V def2-TZVPD def2/J DEFGRID3
* xyz 0 1
C 3.60 0.51 1.20
C 2.78 1.64 0.49
C 2.37 1.34 -0.96
C 2.14 -0.15 -1.15
N 0.75 -0.63 -0.86
C 0.60 -2.07 -1.10
O -0.56 -2.52 -0.47
H 3.97 0.83 2.14
H 4.42 0.12 0.63
H 2.94 -0.29 1.51
H 1.82 1.47 1.02
H 3.41 2.53 0.70
H 3.03 1.74 -1.68
H 1.30 1.77 -0.97
H 2.25 -0.31 -2.24
H 2.97 -0.76 -0.72
H 0.54 -0.45 0.11
H 0.71 -2.32 -2.15
H 1.34 -2.81 -0.64
H -1.24 -1.80 -0.20
O -0.06 -3.04 1.96
H 0.20 -3.40 1.10
H -0.85 -2.51 1.74
O -2.97 -0.90 -0.93
H -2.77 -0.22 -1.60
H -3.86 -0.64 -0.59
O -0.31 1.00 2.64
H -0.45 1.91 2.92
H 0.13 0.45 3.31
O -1.96 -1.21 1.62
H -2.61 -1.50 0.96
H -1.64 -0.32 1.51
O -0.04 1.44 -3.34
H 0.20 1.00 -2.51
H -0.12 2.41 -3.22
O -2.31 1.41 0.29
H -2.60 0.91 1.07
H -1.86 0.72 -0.22
O -2.62 0.83 -2.98
H -1.98 0.19 -3.37
H -2.08 1.63 -2.80
O 1.05 -1.16 3.59
H 0.37 -1.76 3.22
H 1.84 -1.52 3.20
O -0.70 3.38 -0.69
H 0.15 3.47 -0.21
H -1.12 2.60 -0.30
*
```

The SMILES is CCCCNCO.O.O.O.O.O.O.O.O.O. The gap between HOMO and LUMO comes out at 0.37253 Ha. The calculation puts the energy relative to the best compared isomer or geometry (same formula, charge and spin) at 2.238 eV. The calculation puts the energy at -1016.1942 a.u. Its lowest unoccupied orbital energy is 0.0090 Ha.

These are the Mulliken partial charges, in e, on atoms 1 to 2: -1.411 -0.238